{"formula": "C33H33N5O4PPt", "method": "ωB97M-V/def2-TZVPD", "multiplicity": 1, "charge": 3, "relative_energy_kcal_mol": 0.0, "total_energy_ev": -62909.7195, "lumo_ev": [-9.621, -9.621], "elements": ["Pt", "P", "O", "O", "O", "O", "N", "N", "N", "N", "N", "C", "C", "C", "C", "C", "C", "C", "C", "C", "C", "C", "C", "C", "C", "C", "C", "C", "C", "C", "C", "C", "C", "C", "C", "C", "C", "C", "C", "C", "C", "C", "C", "C", "H", "H", "H", "H", "H", "H", "H", "H", "H", "H", "H", "H", "H", "H", "H", "H", "H", "H", "H", "H", "H", "H", "H", "H", "H", "H", "H", "H", "H", "H", "H", "H", "H"], "positions_angstrom": [[0.45281, -0.04996, -0.54146], [0.03975, 2.01552, -1.61636], [-1.22360, -6.06909, 2.34072], [-3.51818, -5.18308, -2.79811], [-0.91136, 0.58766, 0.77739], [0.67588, 2.93389, 3.95828], [0.52846, -1.85838, 0.57946], [1.02198, 1.39505, 1.80495], [2.23869, -0.39033, -1.48363], [-0.76539, -1.28682, -1.68036], [1.61627, 0.88552, 0.72324], [0.07185, 5.01226, 1.10166], [2.49558, -1.07513, -2.59919], [0.56342, 3.38078, -0.59834], [1.21806, -2.06127, 1.70986], [-0.19354, -5.33626, 2.94732], [1.02142, -3.17575, 2.49383], [-2.09245, -1.89461, -3.56849], [-0.34665, 3.98170, 0.27616], [-0.39498, -2.76173, 0.19154], [3.78692, -1.21879, -3.07827], [1.38968, 5.44662, 1.05765], [-1.47515, 3.10294, 4.80943], [-3.35113, 1.99069, 3.75315], [0.06559, -4.11449, 2.11691], [2.87726, 0.86725, 0.45975], [-1.73419, 2.18596, -1.87298], [-1.91299, -3.37477, -1.70899], [4.56587, 0.06268, -1.20676], [-3.38361, -4.06165, -3.62647], [-0.30896, 1.22650, 1.77495], [3.25964, 0.17631, -0.77217], [-0.64682, -3.89247, 0.94141], [4.83263, -0.64111, -2.37673], [-1.12802, 1.75973, 2.81516], [-1.06752, -2.47137, -1.09353], [-0.60521, 2.58593, 3.84516], [-2.45549, -3.09374, -2.95682], [2.29565, 4.86023, 0.17974], [0.88686, 2.12891, -3.20268], [-2.81565, 2.81005, 4.76404], [-1.25769, -1.02994, -2.90563], [-2.52047, 1.48002, 2.79960], [1.88843, 3.82788, -0.64680], [1.64709, -1.51386, -3.10691], [3.59500, 1.31976, 1.13354], [-1.40931, -6.86556, 2.85009], [-0.45204, -5.01534, 3.96354], [1.20680, 2.51286, 3.26228], [2.60042, 3.39488, -1.33990], [5.85062, -0.73941, -2.73018], [-3.47076, 3.21664, 5.52343], [-4.33987, -3.55049, -3.79658], [0.74093, -5.90750, 3.01248], [-4.40795, 1.76680, 3.73957], [-1.39152, -4.61563, 0.64583], [5.36403, 0.51318, -0.63198], [1.94121, -1.30777, 1.98999], [3.95837, -1.77961, -3.98614], [-0.63423, 5.48276, 1.77258], [3.31352, 5.22282, 0.13020], [1.71119, 6.25611, 1.69930], [-4.11578, -5.82446, -3.19833], [-2.09549, 1.52940, -2.66002], [0.63399, 3.09142, -3.65208], [-1.93205, 3.22019, -2.16070], [-1.37904, 3.65874, 0.32099], [-1.05698, 3.72923, 5.58542], [0.57847, 1.33222, -3.87882], [-2.15435, -4.31769, -1.24282], [1.60589, -3.29990, 3.39613], [-2.26313, 1.95562, -0.94888], [-2.91279, 0.84086, 2.02120], [-2.45523, -1.63205, -4.55382], [-0.95763, -0.10139, -3.36515], [-2.96990, -4.31417, -4.61061], [1.96681, 2.07798, -3.07124]]}